Model a:
DFT (wB97M-V/def2-TZVPD) results for 3 unconnected molecules or ions with the total composition C7H13NO2.

Results
Structure (SMILES): C=Cc1c[nH]cc1C.O.O
Frontier orbital gap: 9.4 eV
Spin multiplicity: 1

```
23
Properties=species:S:1:pos:R:3:lowdin_charge:R:1
C 0.071 -1.660 1.083 -0.046
C -0.308 -0.663 0.061 -0.280
C -1.351 -0.806 -0.816 -0.082
N -1.618 0.453 -1.272 -0.014
C -0.759 1.438 -0.762 -0.035
C 0.081 0.723 0.070 -0.238
C 1.297 1.238 0.811 -0.106
C 2.439 0.950 0.206 0.020
H -0.043 -2.649 0.651 0.081
H 1.066 -1.736 1.536 0.085
H -0.611 -1.543 1.909 0.061
H -2.014 -1.659 -1.056 0.140
H -2.198 0.718 -2.048 0.138
H -0.904 2.364 -1.280 0.112
H 1.073 1.359 1.842 0.092
H 2.492 0.653 -0.838 0.049
H 3.453 1.188 0.612 0.071
H 0.627 -0.515 -2.810 0.011
H 2.104 -0.755 -2.503 0.014
O 1.442 -0.859 -3.191 -0.052
H -1.580 0.043 2.467 -0.008
H -2.414 1.278 2.430 0.035
O -2.343 0.440 2.899 -0.048
```


Model b:
DFT (wB97M-V/def2-TZVPD) results for 2 unconnected molecules or ions with the total composition C7H13NO2.

Results
Structure (SMILES): C1=COCCC1.C/C=N\O
Frontier orbital gap: 9.0 eV
Spin multiplicity: 1

```
23
Properties=species:S:1:pos:R:3:lowdin_charge:R:1
C 2.356 0.506 -0.409 -0.220
C -2.494 -1.054 0.311 -0.193
C -2.840 0.462 0.402 -0.189
C -1.358 -1.145 -0.713 -0.097
C -1.589 1.269 0.492 -0.157
C -0.682 -0.108 -1.210 -0.212
C 3.273 0.726 0.708 -0.105
N 2.244 -0.666 -0.877 -0.041
O 2.885 -1.704 -0.211 -0.073
O -0.782 1.144 -0.743 -0.105
H 1.757 1.323 -0.756 0.102
H -2.222 -1.382 1.286 0.081
H -3.340 -1.822 0.041 0.139
H -3.314 0.743 -0.642 0.160
H -3.650 0.636 0.996 0.069
H 3.037 -2.413 -0.898 0.123
H -1.179 -2.183 -0.889 0.086
H -1.872 2.323 0.530 0.120
H -0.911 1.039 1.372 0.148
H 0.032 -0.255 -2.012 0.108
H 2.837 0.665 1.747 0.092
H 3.658 1.810 0.656 0.096
H 4.154 0.086 0.821 0.067
```


Stability check: which of them is least stable? model b.


Model a:
DFT (wB97M-V/def2-TZVPD) results for a single C2H3N2P molecule.

Results
Frontier orbital gap (spin up / spin down): 6.1 / 5.7 eV
Spin multiplicity: 1

```
8
Properties=species:S:1:pos:R:3:lowdin_charge:R:1
C -0.519 -0.206 -0.733 -0.398
C -1.097 -1.372 -0.612 0.217
N -0.476 0.365 0.489 -0.054
N 0.798 0.810 0.849 -0.551
P 2.339 0.602 0.424 0.625
H 0.238 0.278 -1.520 0.104
H -1.970 -2.013 -0.376 0.065
H 0.687 1.536 1.481 -0.009
```


Model b:
DFT (wB97M-V/def2-TZVPD) results for a single C2H3N2P molecule.

Results
Frontier orbital gap (spin up / spin down): 7.9 / 6.6 eV
Spin multiplicity: 1

```
8
Properties=species:S:1:pos:R:3:lowdin_charge:R:1
C -1.754 0.325 0.017 -0.284
C -2.994 0.546 -0.024 -0.022
N -0.565 -0.354 0.038 -0.046
N 0.841 -0.280 -0.077 -0.404
P 2.347 0.537 0.001 0.760
H -0.789 -1.344 0.095 0.140
H 1.115 -1.245 -0.244 0.042
H 1.800 1.814 0.194 -0.187
```


Stability check: which of them is least stable? model b.


Model a:
DFT (wB97M-V/def2-TZVPD) results for a molecular structure, C2H3N3S2.

Results
Frontier orbital gap: 7.7 eV
Spin multiplicity: 1

```
10
Properties=species:S:1:pos:R:3:lowdin_charge:R:1
C -0.050 0.661 -0.344 -0.294
C 0.258 -1.526 0.194 -1.012
N 2.966 -0.618 0.388 -0.469
N -0.595 -0.460 0.133 -0.101
N -0.760 1.760 -0.355 0.108
S -0.101 -2.971 0.808 0.645
S 1.907 -0.732 -0.593 0.764
H -1.564 -0.547 0.469 0.142
H -0.358 2.605 -0.724 0.104
H -1.705 1.828 0.024 0.113
```


Model b:
DFT (wB97M-V/def2-TZVPD) results for a single C2H3N3S2 molecule.

Results
Structure (SMILES): Sc1nncn1S
Frontier orbital gap: 9.0 eV
Spin multiplicity: 1

```
10
Properties=species:S:1:pos:R:3:lowdin_charge:R:1
C 0.077 0.811 -0.532 -0.727
C -0.694 -1.213 -0.624 -0.233
H 1.799 1.561 1.029 -0.124
H -0.573 -2.295 -0.441 0.126
H -0.799 -0.134 2.240 -0.025
N -0.452 0.560 -1.734 -0.024
N -1.002 -0.608 -1.760 -0.001
N 0.036 -0.353 0.090 -0.486
S 1.096 2.265 -0.027 0.709
S 0.512 -0.594 1.759 0.786
```


Stability check: which of them is least stable? model a.


Model a:
DFT (wB97M-V/def2-TZVPD) results for a single C3H11NO2Si molecule.

Results
Structure (SMILES): C[Si](C)(C)O[NH2+][O-]
Frontier orbital gap: 10.3 eV
Spin multiplicity: 1

```
18
Properties=species:S:1:pos:R:3:lowdin_charge:R:1
C 1.225 -0.594 -1.792 -0.168
C 0.114 1.796 -0.169 -0.168
C 0.695 -0.931 1.396 -0.157
N -2.961 -0.519 0.122 -0.217
O -3.301 0.611 0.513 -0.094
O -1.613 -0.511 -0.698 -0.326
Si 0.104 -0.075 -0.262 0.583
H 0.703 -0.135 -2.636 0.017
H 2.238 -0.188 -1.726 0.023
H 1.248 -1.688 -2.017 0.033
H 1.060 2.272 0.098 0.037
H -0.235 2.268 -1.114 0.057
H -0.567 2.039 0.534 -0.026
H 0.256 -0.654 2.367 0.037
H 0.808 -2.031 1.260 0.043
H 1.536 -0.397 1.342 -0.055
H -2.443 -1.322 0.659 0.197
H -3.387 -0.895 -0.780 0.184
```


Model b:
DFT (wB97M-V/def2-TZVPD) results for a single C3H11NO2Si molecule.

Results
Structure (SMILES): CN[SiH](OC)OC
Frontier orbital gap: 10.0 eV
Spin multiplicity: 1

```
18
Properties=species:S:1:pos:R:3:lowdin_charge:R:1
C -2.359 0.807 -0.001 -0.234
C 2.850 0.381 0.221 -0.189
C -0.406 -1.917 -0.600 -0.097
N -1.031 1.182 -0.250 -0.175
O 1.668 0.965 -0.091 -0.245
O 0.226 -1.234 0.547 -0.251
Si 0.274 0.402 0.643 0.385
H -3.137 1.556 0.259 0.077
H -2.682 0.443 -1.032 0.084
H -2.379 -0.110 0.723 0.101
H 2.828 -0.635 -0.064 0.074
H 3.104 0.576 1.202 0.063
H 3.505 0.881 -0.427 0.076
H 0.039 -2.884 -0.814 0.083
H -0.568 -1.107 -1.304 0.064
H -1.467 -2.200 -0.498 0.073
H -0.896 2.158 -0.534 0.096
H 0.431 0.737 2.022 0.015
```


Model c:
DFT (wB97M-V/def2-TZVPD) results for 2 unconnected molecules or ions with the total composition C3H11NO2Si.

Results
Frontier orbital gap (spin up / spin down): 9.2 / 9.4 eV
Spin multiplicity: 1

```
18
Properties=species:S:1:pos:R:3:lowdin_charge:R:1
C -3.223 -0.331 -0.469 -0.166
C 1.276 -0.442 1.633 -0.170
C 1.910 1.110 -0.992 -0.168
N -2.035 -0.756 0.170 0.061
O 1.365 -1.785 -0.837 -0.176
O -0.514 0.323 -0.628 -0.229
Si 0.968 -0.277 -0.157 0.241
H -3.226 -0.661 -1.487 0.075
H -3.951 -0.993 -0.034 0.093
H -3.606 0.625 -0.449 0.060
H 0.787 0.206 2.405 0.055
H 1.116 -1.477 1.961 0.026
H 2.342 -0.335 1.846 0.031
H 2.919 0.905 -1.389 0.026
H 1.240 1.517 -1.832 0.050
H 2.031 2.038 -0.306 0.061
H -1.692 -1.682 -0.052 0.064
H 1.138 -2.675 -0.475 0.067
```


Stability check: which of them is least stable? model a.


Model a:
DFT (wB97M-V/def2-TZVPD) results for 2 unconnected molecules or ions with the total composition CCl2O3S2.

Results
Frontier orbital gap: 9.0 eV
Spin multiplicity: 1

```
8
Properties=species:S:1:pos:R:3:lowdin_charge:R:1
C -2.759 0.525 -0.198 -0.504
O -2.707 -0.099 -1.178 0.185
O -2.857 1.041 0.828 0.170
O 2.635 -2.091 -0.140 -0.552
S 0.358 -0.519 0.865 0.177
S 1.948 -0.913 -0.495 0.238
Cl 3.154 0.655 0.107 0.161
Cl 0.227 1.402 0.211 0.125
```


Model b:
DFT (wB97M-V/def2-TZVPD) results for a single CCl2O3S2 molecule.

Results
Structure (SMILES): O=C(Cl)S(=O)(=O)SCl
Frontier orbital gap: 8.0 eV
Spin multiplicity: 1

```
8
Properties=species:S:1:pos:R:3:lowdin_charge:R:1
C 1.220 0.351 -0.657 -0.864
O 1.814 -0.119 -1.534 0.097
O -0.042 -0.463 1.517 -0.386
O 0.002 -1.983 -0.369 -0.331
S -2.518 -0.022 -0.414 0.207
S -0.240 -0.679 0.146 0.457
Cl 1.704 1.648 0.372 0.750
Cl -2.774 1.025 1.292 0.070
```


Stability check: which of them is least stable? model b.


Model a:
DFT (wB97M-V/def2-TZVPD) results for a gas-phase ion, C3H5N2 (charge +1).

Results
Frontier orbital gap (spin up / spin down): 8.1 / 8.1 eV
Charge: +1
Spin multiplicity: 1

```
10
Properties=species:S:1:pos:R:3:lowdin_charge:R:1
C 0.640 0.382 -0.887 -0.140
C -1.274 -0.548 -0.095 -0.225
C 1.333 0.595 0.269 0.323
N -0.567 -0.085 -1.156 0.153
N -0.751 -0.731 1.017 0.238
H 1.137 0.865 -1.755 0.170
H -2.372 -0.734 -0.271 0.176
H 2.322 0.232 0.014 0.140
H 0.775 0.991 1.064 0.096
H -1.243 -0.966 1.798 0.070
```


Model b:
DFT (wB97M-V/def2-TZVPD) results for a molecular structure, C3H5N2.

Results
Frontier orbital gap: 8.9 eV
Charge: +1
Spin multiplicity: 1

```
10
Properties=species:S:1:pos:R:3:lowdin_charge:R:1
C 0.278 0.914 -0.587 -0.108
C -0.927 0.758 0.139 0.161
N -0.850 -0.519 0.805 0.139
C 0.379 -1.009 0.008 -0.177
N 1.224 0.032 -0.501 0.227
H 0.503 1.804 -1.193 0.149
H -1.761 1.362 0.176 0.126
H -0.586 -0.406 1.755 0.150
H -0.085 -1.589 -0.858 0.186
H 0.931 -1.745 0.625 0.146
```


Model c:
DFT (wB97M-V/def2-TZVPD) results for a gas-phase ion, C3H5N2 (charge +1).

Results
Frontier orbital gap (spin up / spin down): 8.6 / 8.1 eV
Charge: +1
Spin multiplicity: 1

```
10
Properties=species:S:1:pos:R:3:lowdin_charge:R:1
C -1.228 -0.152 0.000 0.266
C -0.694 -1.505 -0.231 0.079
C 0.806 0.692 -0.143 -0.263
N -0.028 -0.240 -0.643 -0.024
N 0.137 1.155 1.054 0.275
H -0.270 -1.936 0.553 0.084
H -1.190 -2.057 -0.975 0.126
H 1.836 0.466 -0.036 0.145
H 0.860 1.588 -0.998 0.227
H -0.229 1.989 1.417 0.084
```


Stability check: which of them is least stable? model c.